[1]
DFT (ωB97M-V with the def2-TZVPD basis set) results for a cluster of 2 separate species, C12H23P in total in a non-equilibrium geometry.

The energy above the lowest of the compared OMol25 structures with the same formula, charge and spin comes out at 64.7 kcal/mol. The SMILES is C=C(P)[C@@](C)(CC)C(C)C.C=C=C.

Element x y z (Å)
C -4.00414 1.41459 1.95205
C -4.05678 0.33079 1.28452
C -0.09318 1.26218 -2.36498
C 3.07792 0.03291 0.29836
C 2.33270 -1.29335 -1.76002
C -0.54414 -1.08749 -0.89496
C 0.46039 1.24364 1.94314
C -3.87160 -0.72594 0.56739
C 0.41676 1.14351 -0.95340
C 1.90849 -0.85507 -0.31289
C 0.55240 -0.19038 -0.26114
C 0.36395 0.10752 1.22696
P -0.38450 -1.32477 2.05706
H -2.93326 1.82831 2.20098
H 0.42171 0.54398 -3.07096
H 0.21500 2.36462 -2.66350
H -1.29811 1.26630 -2.40097
H 2.83874 0.37125 1.19872
H 4.06179 -0.49423 0.22331
H 3.19897 0.81326 -0.43381
H 1.69031 -1.95672 -2.32193
H 3.25876 -1.85742 -1.52416
H 2.53319 -0.40638 -2.31926
H -0.43621 -2.03264 -0.25080
H -0.34887 -1.38817 -1.87403
H -1.57598 -0.53699 -0.84081
H -4.87830 2.15227 2.19933
H 0.37690 1.35122 2.91633
H 0.72454 2.18186 1.43391
H -3.96599 -0.71689 -0.48396
H -4.13460 -1.71017 0.95692
H -0.00806 1.75164 -0.20907
H 1.42828 1.66344 -0.88903
H 1.85528 -1.75295 0.33383
H 0.21715 -1.19409 3.25934
H 0.60048 -2.29966 1.77750

[2]
DFT (ωB97M-V with the def2-TZVPD basis set) results for a structure of composition C20H20BClIrN8O2S3 in a non-equilibrium geometry.

As for the total charge: -1. The energy above the lowest of the compared OMol25 structures with the same formula, charge and spin comes out at 10.9 kcal/mol.

Element x y z (Å)
Ir -0.39197 0.22214 1.55244
S -0.63411 0.22164 3.84634
C -2.04625 1.20025 3.72459
S -2.25557 1.64775 2.08352
C -2.86956 1.54120 4.78083
C -2.55278 1.14407 6.10791
N -2.29609 0.82380 7.18598
C -4.05442 2.29952 4.57867
N -5.02092 2.91001 4.42539
B 3.11277 0.96006 1.18397
N 2.61008 -0.12255 2.15558
C 3.34032 -0.66112 3.13185
C 2.69543 -1.79151 3.60596
C 1.53800 -1.86201 2.84738
N 1.49425 -0.85391 1.95804
N 1.99262 2.00319 0.87600
C 2.25691 3.11372 0.18528
C 1.10102 3.85883 0.06129
C 0.14308 3.10411 0.72279
N 0.68934 1.99012 1.22858
H 4.03224 1.52168 1.73215
H 3.45842 0.44735 0.13689
H 4.27008 -0.20192 3.42053
H 3.00379 -2.44785 4.39990
H 0.72601 -2.56744 2.89598
H 3.26175 3.30293 -0.15460
H 0.96820 4.80132 -0.43921
H -0.89875 3.31378 0.87387
C -1.66662 -3.13035 -2.37464
N -1.79945 -2.69461 -0.99308
C -0.88002 -2.46862 -0.06124
S -1.48254 -1.94799 1.49064
N 0.42032 -2.70605 -0.20516
C 1.19483 -2.80289 -1.43595
H -2.63457 -2.99291 -2.84974
H -1.39847 -4.18607 -2.43837
H -0.94270 -2.53070 -2.92087
H -2.71158 -2.38730 -0.69205
H 0.94544 -2.30028 0.56342
H 0.82477 -3.58971 -2.08546
H 2.21419 -3.05322 -1.15049
H 1.20493 -1.84750 -1.96148
Cl -0.12781 0.81374 -7.24448
C -0.44730 0.73552 -5.53101
C 0.61455 0.77419 -4.64234
C 0.35290 0.69012 -3.28226
C -0.95350 0.57413 -2.81905
C -2.00350 0.56272 -3.72898
C -1.75757 0.63851 -5.09121
C -1.24925 0.44126 -1.34401
O -0.18610 0.25238 -0.62833
O -2.40771 0.52077 -0.95914
H 1.62582 0.87139 -5.01300
H 1.15709 0.72074 -2.55865
H -3.01246 0.49564 -3.34316
H -2.56759 0.62790 -5.80780

Number 1: highest occupied orbital energy -8.70 eV. Number 2: highest occupied orbital energy -4.73 eV.